Record 1
ORCA calculation (wB97M-V/def2-TZVPD) on C44H39N4O3P2SSr as an isolated structure.

The geometry in XYZ format:
```
94
Properties=species:S:1:pos:R:3
Sr 0.06736 1.38658 0.88412
O 7.19495 0.24260 -0.11676
C 6.48183 -0.32451 0.71326
O 6.57083 -1.39263 1.34625
C 5.10280 0.38020 0.94882
C 4.28872 -0.03291 1.98383
C 2.96633 0.37459 2.01547
N 2.49010 1.25877 1.12255
C 3.30203 1.74543 0.17244
C 4.61983 1.32294 0.05907
C 2.71166 2.71709 -0.78966
C 3.52405 3.47276 -1.63461
C 2.94834 4.35952 -2.52350
C 1.56696 4.48608 -2.55671
C 0.83151 3.71640 -1.68082
N 1.37504 2.85582 -0.81507
C 2.00911 -0.19815 3.00280
C 2.39586 -1.22833 3.85905
C 1.46780 -1.78046 4.72018
C 0.16491 -1.30630 4.71228
C -0.14231 -0.28559 3.83656
N 0.74858 0.26281 3.00520
H 4.70855 -0.76638 2.65633
H 5.29371 1.63776 -0.72690
H 4.59803 3.37546 -1.58657
H 3.57182 4.95200 -3.17984
H 1.07512 5.16820 -3.23532
H -0.25190 3.79274 -1.65958
H 3.40217 -1.61446 3.83728
H 1.75822 -2.58534 5.38274
H -0.59293 -1.71449 5.36589
H -1.14900 0.11970 3.79545
N -0.80877 -2.16222 0.09136
P -1.92314 -0.87863 0.02070
C -3.49667 -1.72355 0.34151
C -3.55399 -2.81746 1.20231
C -4.77369 -3.41396 1.49096
C -5.94238 -2.91462 0.93431
C -5.89192 -1.81708 0.08506
C -4.67493 -1.22315 -0.21236
C -2.04686 -0.44503 -1.75251
C -1.79081 0.86561 -2.14813
C -1.73633 1.20466 -3.49555
C -1.93317 0.22817 -4.45828
C -2.19045 -1.08444 -4.07540
C -2.25085 -1.41613 -2.73259
P 0.81524 -1.61616 -0.00560
C 1.28729 -1.86403 -1.74430
C 1.43636 -0.73677 -2.54939
C 1.71064 -0.87190 -3.90320
C 1.84012 -2.13726 -4.45624
C 1.70739 -3.26718 -3.65735
C 1.43715 -3.13191 -2.30430
C 1.80682 -2.85365 0.86533
C 3.19241 -2.74312 0.72692
C 4.04169 -3.52785 1.48947
C 3.50219 -4.45424 2.37738
C 2.12419 -4.58782 2.49902
C 1.27311 -3.77854 1.75575
H -1.05155 -3.03393 -0.37387
H -2.64390 -3.20648 1.64406
H -4.80951 -4.27167 2.14994
H -6.89185 -3.38348 1.15710
H -6.80187 -1.43176 -0.35645
H -4.63845 -0.38122 -0.89391
H -1.62243 1.65259 -1.41413
H -1.53177 2.22631 -3.79177
H -1.88343 0.48447 -5.50865
H -2.33876 -1.84873 -4.82723
H -2.45259 -2.44168 -2.44205
H 1.34889 0.25456 -2.11570
H 1.83268 0.00802 -4.52203
H 2.06166 -2.24642 -5.51026
H 1.83023 -4.25231 -4.08829
H 1.36203 -4.01258 -1.67572
H 3.62092 -2.03217 0.02853
H 5.11356 -3.39085 1.39620
H 4.15905 -5.07504 2.97310
H 1.70908 -5.31959 3.18119
H 0.19871 -3.85968 1.87667
O -1.75810 2.90693 1.16307
S -3.24554 3.06916 0.91403
C -3.45450 4.40725 -0.29506
C -4.68018 5.16556 0.18891
C -4.45481 5.39879 1.68325
C -3.91287 4.09233 2.27499
H -3.54370 3.97907 -1.29169
H -2.54796 5.01343 -0.22478
H -5.58262 4.57206 0.02227
H -4.80113 6.09857 -0.35934
H -5.37200 5.70041 2.18503
H -3.72646 6.19759 1.82425
H -4.67704 3.49823 2.77236
H -3.07453 4.23263 2.95682
```

Computed properties:
HOMO level in Ha: -0.355
HOMO-LUMO gap in eV: 6.94
F_max in Eh/bohr: 0.01129
Energy relative to the best compared isomer or geometry (same formula, charge and spin) in kcal/mol: 1.0
Molar mass in g/mol: 853.46
Energy in eV: -88611.78141
Total charge: +1
LUMO level in eV: -2.732


Record 2
ORCA calculation (wB97M-V/def2-TZVPD) on C44H40BrEuIN7O10PS2 as an isolated structure at a distorted geometry.

The geometry in XYZ format:
```
107
Properties=species:S:1:pos:R:3
Eu -1.09469 0.63045 0.64229
O 0.42630 3.11362 -3.08871
C 0.23536 2.60165 -1.86570
O 0.20509 1.42893 -1.63996
C 0.05217 3.59704 -0.76424
C -0.02810 4.95895 -0.90816
C -0.23875 5.71278 0.24464
C -0.37076 5.07520 1.45979
C -0.28147 3.69569 1.49278
N -0.06030 2.98547 0.40033
C -0.52362 2.87132 2.76423
O -0.73998 3.47604 3.81016
O -0.49616 1.59884 2.54704
H 0.52472 2.37775 -3.70157
H 0.06096 5.41497 -1.88686
H -0.30959 6.79269 0.17980
H -0.55993 5.60672 2.38339
I -3.15613 1.41590 -1.54289
C -3.53095 0.57226 -3.42593
C -4.43898 1.36499 -4.10172
C -4.94530 0.99484 -5.33992
C -4.53802 -0.20082 -5.89146
C -3.59183 -1.02045 -5.24532
C -3.20496 -2.21772 -5.90862
C -2.23978 -3.04730 -5.36838
C -1.65402 -2.69549 -4.16969
C -2.00785 -1.53406 -3.43025
P -0.96589 -1.32750 -1.87359
C 0.69433 -1.20764 -2.68974
C 0.83582 -0.69808 -3.98546
C 2.09339 -0.52405 -4.55589
C 3.24264 -0.85721 -3.84235
C 3.11940 -1.33557 -2.54457
C 1.85809 -1.49033 -1.96948
C -1.10605 -3.08538 -1.31230
C -2.41324 -3.51701 -1.05717
C -2.66967 -4.79615 -0.59318
C -1.61475 -5.67752 -0.36711
C -0.31579 -5.26606 -0.62132
C -0.06244 -3.97649 -1.09467
C -3.01842 -0.65490 -3.97001
H -4.77490 2.28851 -3.64377
H -5.66134 1.63917 -5.84540
H -4.93506 -0.53675 -6.84487
H -3.68043 -2.45528 -6.86000
H -1.93165 -3.95733 -5.87472
H -0.87592 -3.34361 -3.79106
H -0.04461 -0.43457 -4.56264
H 2.17705 -0.13726 -5.56986
H 4.22488 -0.74120 -4.29546
H 4.00929 -1.59207 -1.97317
H 1.78718 -1.82949 -0.94295
H -3.24412 -2.84736 -1.24925
H -3.69643 -5.10892 -0.40619
H -1.80715 -6.68117 0.00135
H 0.51591 -5.94553 -0.45238
H 0.96093 -3.69359 -1.30002
Br -5.64152 5.71420 4.61720
C -4.79193 4.04130 4.38079
C -4.69064 3.16936 5.44623
N -4.08756 1.97460 5.34184
C -3.59075 1.63183 4.14682
C -3.68707 2.45055 3.02930
C -4.28227 3.68883 3.15259
C -3.14081 1.98994 1.71457
O -2.72819 2.80871 0.85792
O -3.12566 0.74323 1.49729
H -5.10113 3.43220 6.41479
H -3.07390 0.68017 4.07172
H -4.33696 4.35505 2.30127
N -4.56334 -1.68111 1.20955
C -3.69007 -1.98864 2.18261
N -4.22439 -2.37806 3.35747
S -2.00863 -1.96579 1.97515
H -5.52364 -1.47972 1.44108
H -4.18962 -1.17864 0.43292
H -5.21150 -2.37892 3.52695
H -3.60187 -2.59984 4.10770
C 8.79682 1.67600 3.60315
C 7.38539 1.71443 3.00100
S 6.90056 0.07525 2.53983
O 7.50278 -0.23025 1.25899
O 7.12179 -0.80311 3.66661
C 5.14542 0.23326 2.27717
C 4.65595 -1.13181 1.76497
N 3.18923 -1.23394 1.57904
C 2.29775 -0.26101 1.23440
N 1.06588 -0.74100 1.12585
C 1.14290 -2.08440 1.42214
C 2.43658 -2.41113 1.67484
N 2.92482 -3.71670 1.92370
O 2.05212 -4.61910 2.07823
O 4.18614 -3.91411 1.95869
C 2.63131 1.16787 0.94803
H 9.09411 2.67443 3.92305
H 9.52064 1.31485 2.86934
H 8.82475 1.00860 4.46534
H 7.33673 2.30059 2.08043
H 6.63576 2.06329 3.71841
H 5.04253 1.04159 1.55253
H 4.69609 0.49638 3.24183
H 4.94300 -1.88203 2.47619
H 5.15967 -1.38067 0.83836
H 0.31061 -2.76679 1.39983
H 3.34287 1.25235 0.11903
H 3.03729 1.67833 1.82517
H 1.71748 1.66967 0.67022
```

Computed properties:
HOMO level (spin up / spin down) in Ha: -0.217 / -0.300
HOMO-LUMO gap (spin up / spin down) in eV: 5.02 / 7.29
F_max in Eh/bohr: 0.06631
<S²>: 15.76
Molar mass in g/mol: 1280.72
2S+1: 8
Energy in eV: -205616.11322
Total charge: 0
LUMO level (spin up / spin down) in eV: -0.887 / -0.884